No. 1
29
Properties=species:S:1:pos:R:3:forces:R:3:mulliken_charge:R:1 method="wB97M-V/def2-TZVPD" total_energy_ev=-47371.61924 multiplicity=5 lumo_energy_ev="2.313 / 1.767" total_charge=-1 s2=6.036
Os 0.0460 1.4185 0.1035 0.348 -0.505 0.035 0.654
O 1.7767 4.2989 1.6106 0.050 -0.022 0.103 -0.545
P 1.6867 4.2411 0.0144 -0.008 0.035 -0.083 0.756
O 2.6937 5.1434 -0.5754 -0.001 -0.130 0.020 -0.734
O 1.5907 2.7656 -0.4295 -0.133 0.277 0.097 -0.704
O -0.1387 6.2660 0.1098 -0.005 -0.058 0.060 -0.594
P -1.2604 3.8321 0.3633 -0.001 0.014 0.073 1.095
O -2.4331 4.8185 0.8130 -0.087 -0.105 -0.120 -0.587
O -0.6947 3.0803 1.5687 -0.019 0.092 -0.097 -0.900
O -1.6395 2.8441 -0.7137 -0.102 0.065 0.061 -0.733
H 1.0256 3.8070 1.9970 -0.023 -0.026 -0.054 0.434
H -2.2090 5.7356 0.6050 0.122 0.063 0.073 0.355
C 0.0183 4.9155 -0.3405 -0.065 0.204 -0.099 0.092
H 0.7442 6.6503 0.1855 0.011 -0.006 -0.050 0.342
H -0.1107 4.8573 -1.4261 0.024 0.043 -0.030 0.260
N -0.1307 -8.6078 -0.4619 0.006 -0.026 -0.008 -0.533
C -0.1126 -7.4589 -0.4128 -0.010 0.420 0.025 0.017
C -0.0944 -6.0128 -0.3457 -0.003 -0.436 -0.036 0.591
C 0.5579 -5.3729 0.7043 0.057 0.085 0.095 -0.452
C 0.5744 -3.9926 0.7691 0.023 -0.066 0.045 -0.592
C -0.0607 -3.2201 -0.2114 -0.023 0.247 -0.024 0.271
C -0.7128 -3.8795 -1.2621 -0.011 -0.057 -0.022 -0.542
C -0.7292 -5.2594 -1.3300 -0.052 0.078 -0.077 -0.480
C -0.0486 -1.7926 -0.1411 0.057 -0.447 -0.012 1.699
C -0.0279 -0.5735 -0.0772 -0.157 0.249 0.031 -1.896
H 1.0502 -5.9631 1.4660 -0.001 0.012 -0.001 0.422
H 1.0797 -3.4903 1.5826 -0.001 -0.004 -0.007 0.438
H -1.2063 -3.2883 -2.0213 0.004 -0.010 0.002 0.445
H -1.2347 -5.7621 -2.1439 0.001 0.011 0.001 0.421

***

No. 2
20
Properties=species:S:1:pos:R:3:forces:R:3:mulliken_charge:R:1 method="wB97M-V/def2-TZVPD" total_energy_ev=-14594.47284 lumo_energy_ev=0.622 total_charge=0 smiles=Oc1ccc(O)c2ccccc12
O -0.7868 -0.0435 2.8832 2.780 -0.837 1.737 -0.627
C -0.8992 0.1735 1.5575 0.449 0.314 -0.480 0.653
C -2.0607 0.7150 1.0813 0.878 -0.197 -1.556 -0.994
C -2.2111 0.8952 -0.3355 0.698 -0.650 0.291 -0.539
C -1.2111 0.5728 -1.2248 -0.396 0.578 0.647 0.429
O -1.3482 0.6965 -2.5912 -0.149 -0.013 0.289 -0.535
C 0.0535 0.1393 -0.7331 -0.231 -0.270 1.579 0.584
C 1.1400 -0.0946 -1.5664 1.183 -0.911 0.009 -0.752
C 2.2774 -0.7138 -1.0563 -0.599 0.746 -0.158 -0.450
C 2.4061 -1.0463 0.3073 0.352 -0.140 -0.863 -0.816
C 1.3816 -0.7574 1.1768 0.599 0.337 -0.766 -0.765
C 0.2117 -0.1242 0.6940 -0.980 -0.106 -0.878 1.234
H 0.1956 -0.2904 3.1412 -3.124 0.817 -0.941 0.282
H -2.8456 1.0087 1.7360 -0.441 0.022 0.466 0.444
H -3.1579 1.2143 -0.7227 -0.414 0.276 -0.093 0.276
H -2.2694 0.9190 -2.7947 0.352 -0.046 0.109 0.290
H 1.0721 0.1540 -2.6176 -0.001 -0.046 0.040 0.424
H 3.1159 -0.8909 -1.7061 0.139 -0.116 -0.214 0.369
H 3.3608 -1.5368 0.5625 -0.777 0.303 0.409 0.335
H 1.5754 -0.9903 2.2085 -0.318 -0.061 0.372 0.158